Record 1
# C72H190N12O24

A 17-piece molecular cluster, C72H190N12O24 overall (ωB97M-V/def2-TZVPD, the OMol25 dataset).

multiplicity: 1
energy above the lowest of the compared OMol25 structures with the same formula, charge and spin: 0.0 kcal/mol
HOMO level: -8.1173 eV
net charge: 0

The geometry in XYZ format:
```
298
C72H190N12O24, DFT ωB97M-V/def2-TZVPD
O 3.797 -5.595 2.022
O -3.194 4.531 -0.180
O 0.232 -7.137 0.812
O 2.227 -0.557 4.001
O 5.984 -2.103 0.995
O 4.102 0.061 -4.226
O 5.648 5.421 1.622
O -5.525 5.240 5.533
O -4.945 -0.171 2.211
O 0.642 -7.417 -3.993
O 0.700 3.545 4.842
O -4.392 -2.819 -1.343
O 1.255 2.912 -4.009
O -7.138 3.652 -2.943
O 0.593 6.946 2.421
O -3.421 0.761 6.983
O -7.876 4.058 0.401
O -1.376 -3.108 2.313
O -1.497 -3.600 -6.099
O -4.940 -5.547 1.307
O 3.034 1.859 -8.892
O 7.661 2.279 2.739
O -3.164 1.042 -4.262
O -0.191 0.893 0.395
N 0.299 -2.783 -0.268
N -0.332 -1.150 -4.107
N 1.764 0.467 -5.567
N 1.207 -10.593 2.065
N 3.450 -2.103 -6.054
N -3.663 -5.694 -1.351
N 2.655 5.523 3.604
N 0.027 6.328 5.278
N 5.455 0.326 2.511
N -4.720 2.703 3.035
N 2.149 -5.552 -1.132
N -5.504 5.997 0.129
C -3.057 5.921 -0.041
C -0.738 7.091 2.908
C -6.835 6.127 -0.501
C 1.023 -6.942 -5.306
C -1.482 -4.249 -7.371
C -0.271 3.932 5.833
C -4.390 6.507 -0.627
C -0.707 -2.767 3.446
C 0.342 -9.470 1.617
C 4.422 -3.740 -4.549
C -3.703 1.018 -5.595
C 6.390 -1.785 -0.293
C 6.422 -3.025 -1.156
C -3.624 -6.806 -0.407
C 4.716 1.322 -3.916
C 3.413 -5.685 -0.437
C 0.534 7.044 0.983
C 1.938 0.681 -7.028
C -2.117 3.854 0.463
C 2.163 -6.443 -2.310
C 3.847 2.946 -9.418
C 3.995 0.244 2.726
C -5.859 3.411 -3.462
C 7.392 1.503 1.549
C 1.027 2.680 -2.564
C 6.746 6.263 1.223
C 0.023 -6.006 1.685
C -5.326 2.208 1.764
C -0.057 1.050 1.815
C 4.852 -1.149 -4.212
C -1.824 0.394 5.232
C 4.732 6.045 2.492
C -1.292 -3.408 4.699
C 3.597 -0.583 3.884
C 1.868 -1.012 -0.838
C -0.181 -2.594 -4.296
C -4.787 -1.563 -1.902
C -4.614 0.882 1.335
C -4.638 4.480 4.685
C -4.935 5.938 6.658
C -4.962 2.887 -2.346
C 1.799 -1.262 5.141
C -8.036 5.493 0.258
C 3.066 4.206 1.527
C -4.061 -1.239 2.200
C 3.646 4.926 2.733
C 8.973 2.790 2.685
C -2.116 0.333 6.679
C -5.251 -5.326 2.708
C 3.881 -2.299 -4.691
C 0.518 0.805 -7.704
C -0.256 -3.078 -5.726
C 1.103 -8.109 1.307
C -1.663 -0.737 -4.450
C -3.896 -6.499 1.092
C 1.570 2.490 5.287
C -0.551 -9.256 2.832
C -0.562 7.360 4.413
C -1.785 0.749 -4.094
C 1.725 3.714 -1.623
C -8.883 3.400 1.151
C 0.764 -6.471 -2.928
C -3.089 -3.332 -1.735
C 2.851 1.856 -7.455
C -0.968 5.218 5.418
C -5.447 3.886 3.522
C 0.669 -1.421 0.051
C -0.505 -0.451 0.009
C 3.597 -4.768 0.846
C 4.281 -4.840 3.182
C 5.857 1.365 1.517
C -2.852 -4.547 -0.849
H -2.217 -2.995 5.100
H -3.162 -1.075 2.794
H 7.466 5.624 0.712
H -3.084 -4.313 0.190
H 5.478 1.130 0.523
H 7.402 -1.385 -0.355
H 6.875 -2.855 -2.132
H -3.608 0.084 -6.149
H -5.032 3.306 -1.342
H 9.689 1.991 2.877
H 1.024 1.598 5.595
H -4.747 -1.445 -2.985
H 2.992 -2.356 -4.063
H 3.865 3.704 0.982
H -9.878 3.776 0.910
H 1.515 7.070 0.508
H 0.152 8.181 4.473
H -1.292 7.941 2.512
H -5.136 2.954 0.992
H -8.693 2.342 0.974
H -1.089 1.309 -4.720
H 1.068 -3.433 -0.182
H -1.372 -8.596 2.554
H 5.944 -1.276 1.481
H 7.903 0.540 1.533
H 5.152 -1.318 -3.178
H -4.558 -2.170 2.471
H 5.803 -1.019 -0.800
H -2.510 -1.310 -4.071
H -3.187 1.763 -6.200
H -0.782 -1.679 3.444
H -5.346 4.285 -3.864
H 3.591 -4.067 3.520
H 3.578 1.236 2.898
H 1.222 1.664 -2.221
H 5.683 1.372 -4.418
H 2.972 -6.235 -3.011
H -8.751 3.723 2.183
H 5.467 -3.532 -1.291
H -0.836 -0.301 -1.018
H -4.210 3.668 5.272
H 2.296 2.852 6.015
H 1.581 1.363 -5.139
H 6.400 6.998 0.496
H -8.228 6.013 1.197
H -4.146 -0.752 -1.556
H -1.079 -10.118 3.238
H 1.285 3.580 -0.635
H 2.390 -0.215 -7.453
H 4.060 2.068 -4.366
H 4.311 6.972 2.102
H -4.137 -7.471 1.521
H 0.692 0.822 -8.780
H 2.572 4.913 0.861
H -5.643 4.571 2.697
H 4.820 1.384 -2.833
H -1.804 -4.845 -0.877
H 4.408 -5.507 4.035
H -5.094 1.807 -2.271
H -1.545 7.609 4.815
H -6.160 -4.731 2.797
H -4.428 -4.800 3.192
H 2.801 3.630 -1.468
H -1.598 0.902 -3.031
H 2.034 -6.538 -5.352
H -1.755 -0.582 7.149
H 9.318 3.210 1.741
H -1.041 3.171 5.960
H -4.671 2.023 3.780
H 2.317 -0.071 -0.523
H 7.038 -3.811 -0.719
H -0.726 -3.850 -8.048
H 5.221 -4.393 2.861
H -0.277 -9.788 0.779
H 2.347 3.531 1.991
H 0.604 -11.373 2.282
H -1.636 5.449 6.248
H 0.838 -7.777 -5.981
H 5.736 0.858 3.323
H -2.169 1.279 4.697
H -0.006 -8.718 3.607
H 5.490 2.368 1.735
H 5.243 -3.821 -5.260
H -2.364 -0.454 4.812
H -4.761 1.279 -5.582
H -7.494 2.831 -2.595
H 2.834 -1.313 -5.923
H 1.639 -10.392 2.956
H 1.397 -5.841 -0.524
H 4.096 -0.309 4.814
H -0.052 6.205 0.608
H -2.654 -7.300 -0.357
H -2.179 4.060 1.531
H -0.046 2.858 -2.494
H -0.894 -3.090 -3.638
H -5.904 2.639 -4.230
H 9.153 3.512 3.482
H -3.551 1.121 1.369
H -5.674 6.471 7.255
H -1.577 1.095 7.243
H 2.278 -7.471 -1.967
H -1.415 6.260 2.706
H -3.031 -3.516 -2.807
H 0.892 -5.354 1.767
H 2.352 -0.859 5.989
H -1.388 -0.846 0.513
H 3.549 -6.738 -0.191
H -0.781 -5.389 1.283
H 2.589 -1.829 -0.830
H 4.214 -5.509 -1.155
H 0.750 -2.933 -3.840
H 0.781 -0.989 5.419
H 5.760 -1.081 -4.812
H -1.166 4.213 0.070
H -3.920 2.938 -2.662
H -3.593 -1.401 1.229
H -8.878 5.608 -0.424
H 0.287 -2.742 -1.277
H -1.548 4.905 4.550
H -3.002 -6.229 1.654
H -2.303 -2.578 -1.690
H 1.077 3.817 -4.275
H 7.764 1.912 0.610
H 0.099 2.093 2.090
H -0.756 0.266 5.055
H -2.157 6.251 -0.559
H 5.185 6.370 3.429
H 0.361 -2.985 3.430
H 4.786 -4.057 -3.572
H 2.049 6.161 3.108
H 4.136 4.094 3.238
H 2.216 2.162 4.474
H 0.446 -5.513 -3.339
H -0.803 -3.123 1.542
H 4.188 2.813 -10.445
H 4.772 3.075 -8.856
H -4.487 5.182 7.304
H -3.774 4.988 4.256
H -4.328 -7.584 -0.701
H 1.998 4.804 3.870
H 0.566 -3.786 -5.832
H -1.562 -4.457 4.576
H -2.472 -4.203 -7.824
H -4.157 6.579 6.245
H 0.260 -6.238 -5.639
H 0.225 4.016 6.800
H -6.420 3.514 3.843
H 0.004 7.909 0.585
H -4.328 7.594 -0.562
H 7.092 6.949 1.996
H -0.058 -0.112 -7.579
H -6.414 2.156 1.747
H 4.412 -4.069 0.659
H -0.342 -6.323 2.662
H 0.816 0.533 2.213
H 1.667 -7.779 2.179
H 3.251 3.857 -9.365
H 3.805 1.729 -6.943
H 3.650 -4.422 -4.906
H -0.018 1.732 -7.499
H 2.272 2.747 -7.211
H -5.374 5.001 0.237
H -0.898 0.753 2.441
H 2.626 0.130 -5.162
H 3.522 -0.127 1.817
H -2.152 2.766 0.422
H 1.942 -2.332 4.990
H -1.820 -0.834 -5.524
H -1.161 -5.288 -7.309
H -4.760 0.581 0.298
H 3.850 -1.613 3.636
H -5.379 -6.318 3.140
H -4.500 6.128 -1.643
H 0.113 -6.932 -2.186
H 1.453 4.748 -1.836
H -4.570 -5.272 -1.485
H -3.964 0.379 6.289
H -7.094 7.180 -0.610
H -6.822 5.869 -1.560
H 0.038 -2.223 -6.335
H 1.591 -0.915 -1.888
H 0.879 -1.460 1.120
H -2.972 6.235 1.000
H -0.607 -3.350 5.545
H 2.693 -4.221 1.114
H 0.829 5.941 4.802
H -5.819 -1.402 -1.591
H 0.394 -0.632 -4.581
H 4.237 -1.802 -6.611
H 1.873 -8.360 0.577
```

Record 2
# C21H43NO13S4

A 8-piece molecular cluster, C21H43NO13S4 overall (ωB97M-V/def2-TZVPD, the OMol25 dataset).

multiplicity: 2
expectation value of S²: 0.7568
HOMO level (alpha / beta): -10.5717 / -10.5717 eV
net charge: +1

The geometry in XYZ format:
```
82
C21H43NO13S4, DFT ωB97M-V/def2-TZVPD
S 15.778 4.443 26.911
S 9.797 9.359 19.328
S 14.929 7.167 15.838
S 19.382 8.725 21.535
O 12.377 4.027 18.562
O 16.271 11.975 15.902
O 14.678 7.348 20.467
O 16.135 6.972 22.265
O 10.778 10.298 19.922
O 14.952 3.356 26.134
O 11.513 2.045 18.560
O 13.521 7.770 15.996
O 13.688 2.494 17.971
O 20.246 9.153 20.380
O 15.850 8.995 21.245
O 16.033 13.751 14.581
O 17.694 13.556 16.151
N 13.645 12.215 23.149
C 13.600 4.679 18.461
C 10.579 7.622 19.395
C 16.104 5.757 25.636
C 20.521 9.262 23.000
C 12.962 11.371 23.221
C 15.542 7.729 21.445
C 16.595 13.101 15.454
C 19.590 6.962 21.701
C 17.772 12.729 17.282
C 14.573 3.605 18.113
C 14.108 8.443 19.815
C 15.179 6.871 14.022
C 13.949 8.797 24.042
C 8.362 8.993 20.536
C 17.588 3.879 26.983
C 12.715 9.052 23.169
C 16.323 8.409 15.997
C 17.160 11.493 16.853
C 11.991 10.352 23.402
C 15.005 9.587 20.286
C 12.492 2.766 18.460
H 15.694 9.966 19.531
H 13.603 5.282 17.553
H 14.690 9.560 23.804
H 12.934 8.955 22.106
H 7.744 9.891 20.535
H 18.061 4.685 27.543
H 7.880 8.048 20.285
H 20.619 6.610 21.780
H 9.792 6.907 19.158
H 13.136 8.617 20.278
H 14.143 8.332 18.731
H 12.008 8.248 23.370
H 11.128 10.380 22.737
H 18.009 3.778 25.983
H 17.745 10.671 16.442
H 14.342 7.782 23.988
H 20.439 8.531 23.804
H 16.590 8.683 17.017
H 10.878 7.326 20.401
H 15.208 3.456 18.987
H 15.805 5.452 24.634
H 11.664 10.308 24.441
H 14.319 6.541 13.439
H 17.260 7.962 15.665
H 17.203 13.216 18.074
H 11.425 7.457 18.728
H 15.955 6.138 13.799
H 13.719 8.867 25.106
H 15.378 6.539 25.863
H 18.941 6.594 22.496
H 16.104 9.237 15.322
H 17.152 6.041 25.540
H 15.445 7.764 13.455
H 19.217 6.549 20.764
H 18.803 12.600 17.611
H 14.315 10.380 20.576
H 8.742 8.728 21.523
H 15.104 3.862 17.196
H 17.727 2.956 27.547
H 16.653 11.080 17.726
H 13.853 5.204 19.382
H 21.541 9.156 22.632
H 20.235 10.300 23.173
```

| no. | largest force on an atom (eV/Å) | E_tot (a.u.) |
| --- | --- | --- |
| 1 | 3.0 | -5319.4414 |
| 2 | 9.1 | -3450.9965 |